103
Properties=species:S:1:pos:R:3:lowdin_charge:R:1 method="wB97M-V/def2-TZVPD" total_charge=-1 e_tot_ha=-6888.07631 multiplicity=6 e_homo_ev="-5.003 / -4.938" s2=8.760 relative_energy_kj_mol=90.2
Ru -1.061 0.028 0.617 1.294
O -1.962 -3.788 2.010 -0.286
Cl -1.326 -3.099 0.946 0.633
O -0.851 -4.024 -0.043 -0.357
O -2.251 -2.163 0.323 -0.454
O -0.217 -2.305 1.441 -0.433
S -4.309 -0.044 4.861 0.161
P -4.216 1.317 3.444 0.051
S -3.457 0.758 1.646 0.249
C -5.896 1.967 3.084 -0.379
C -6.648 2.429 4.161 -0.105
C -7.943 2.875 3.962 -0.095
C -8.496 2.865 2.687 -0.105
C -7.743 2.420 1.612 -0.090
C -6.442 1.973 1.807 -0.107
C -3.404 2.859 4.008 -0.387
C -3.334 3.935 3.126 -0.112
C -2.745 5.123 3.531 -0.093
C -2.230 5.239 4.816 -0.108
C -2.300 4.165 5.692 -0.091
C -2.887 2.972 5.288 -0.102
H -6.213 2.432 5.154 0.096
H -8.528 3.228 4.803 0.096
H -9.514 3.205 2.535 0.093
H -8.164 2.421 0.614 0.098
H -5.840 1.638 0.971 0.051
H -3.731 3.830 2.121 0.099
H -2.671 5.950 2.836 0.102
H -1.772 6.168 5.134 0.095
H -1.892 4.251 6.692 0.096
H -2.947 2.121 5.956 0.065
C 0.570 -4.901 -3.052 -0.094
C 0.890 -3.680 -3.929 -0.615
C 1.652 -4.158 -5.174 -0.090
C -0.463 -3.101 -4.373 -0.110
Si 1.925 -2.380 -2.936 0.607
Br 0.393 -1.266 -1.549 0.611
C 3.246 -3.180 -1.778 -0.610
C 4.002 -4.307 -2.500 -0.095
C 2.560 -3.737 -0.520 -0.102
C 4.286 -2.151 -1.320 -0.102
C 2.575 -0.886 -4.000 -0.617
C 1.412 -0.235 -4.767 -0.111
C 3.634 -1.327 -5.023 -0.091
C 3.207 0.194 -3.095 -0.119
H -0.059 -5.591 -3.624 0.089
H 0.020 -4.617 -2.158 0.057
H 1.466 -5.449 -2.761 0.060
H 1.098 -4.980 -5.638 0.086
H 2.652 -4.525 -4.930 0.068
H 1.746 -3.364 -5.917 0.062
H -1.039 -3.887 -4.873 0.086
H -0.357 -2.273 -5.072 0.058
H -1.043 -2.760 -3.514 0.055
H 3.360 -5.159 -2.722 0.059
H 4.811 -4.667 -1.856 0.085
H 4.452 -3.958 -3.434 0.068
H 1.767 -4.447 -0.750 0.059
H 2.118 -2.937 0.076 0.050
H 3.304 -4.250 0.100 0.090
H 4.883 -1.784 -2.158 0.066
H 4.975 -2.632 -0.616 0.087
H 3.825 -1.302 -0.815 0.051
H 1.009 -0.902 -5.530 0.060
H 1.769 0.666 -5.275 0.084
H 0.602 0.053 -4.096 0.052
H 3.207 -1.951 -5.807 0.058
H 4.451 -1.878 -4.549 0.068
H 4.064 -0.441 -5.502 0.087
H 2.705 0.279 -2.129 0.012
H 3.156 1.163 -3.603 0.083
H 4.258 -0.014 -2.900 0.068
N 0.658 2.309 -1.506 0.151
C 0.689 2.792 -0.230 -0.411
C 1.683 3.690 0.188 -0.027
C 1.618 4.208 1.461 -0.076
C 0.564 3.847 2.297 -0.066
C -0.367 2.955 1.812 -0.158
N -0.307 2.426 0.587 0.014
H 1.535 2.239 -1.989 0.078
H 0.030 1.532 -1.645 -0.002
H 2.488 3.950 -0.486 0.109
H 2.383 4.890 1.812 0.102
H 0.462 4.250 3.294 0.097
H -1.195 2.621 2.422 0.071
C 4.690 0.208 2.095 -0.026
N 3.273 0.089 2.375 -0.049
C 2.801 -0.224 3.615 -0.058
C 1.486 -0.259 3.891 0.023
C 0.572 0.044 2.816 -0.544
O -0.664 0.154 2.963 -0.106
N 1.076 0.244 1.577 0.082
C 2.389 0.284 1.296 -0.507
O 2.863 0.503 0.182 -0.011
H 5.249 0.151 3.027 0.084
H 4.890 1.164 1.611 0.092
H 5.021 -0.581 1.420 0.084
H 3.554 -0.436 4.364 0.122
H 1.093 -0.519 4.861 0.114
I -3.068 2.583 -1.410 0.625
C -2.373 0.576 -1.227 -0.879
H -1.948 0.333 -2.198 -0.093
H -3.247 -0.044 -1.037 -0.077